Density functional theory data (the ωB97M-V functional and the def2-TZVPD basis) for an isolated molecule of C6H13N3.

Last column: Mulliken charge in e.
Atoms and positions in Å:
H  -1.96  -0.87  -1.65  0.3183
N  -2.04  -0.04  -1.07  -0.8065
C  -1.05  0.14  -0.31  -0.1009
N  -1.13  1.16  0.63  -0.1294
C  -0.23  2.23  0.72  -0.1491
C  0.59  2.65  -0.23  -0.8609
C  0.09  -0.88  -0.16  1.8471
C  1.42  -0.34  0.39  -1.8253
C  -0.46  -1.93  0.81  -1.7459
N  0.26  -1.53  -1.46  -0.7355
H  -2.09  1.45  0.75  0.3200
H  -0.29  2.74  1.68  0.4035
H  0.62  2.17  -1.21  0.3040
H  1.27  3.47  -0.07  0.2660
H  1.86  0.39  -0.28  0.3564
H  1.27  0.12  1.36  0.3518
H  2.11  -1.17  0.49  0.4923
H  0.33  -2.61  1.13  0.4146
H  -0.89  -1.46  1.69  0.3685
H  -1.23  -2.51  0.32  0.3990
H  0.62  -0.86  -2.14  0.2381
H  0.92  -2.29  -1.39  0.2739

- structure (SMILES) = [H]/N=C(/NC=C)C(C)(C)N
- molecular weight (u) = 127.2
- HOMO-LUMO gap (eV) = 9.70
- total energy (Eh) = -400.6583

***

Density functional theory data (the ωB97M-V functional and the def2-TZVPD basis) for an isolated molecule of C20H25N3O2.

Last column: Mulliken charge in e.
Atoms and positions in Å:
C  4.10  -0.89  -1.57  -0.9789
O  3.09  -0.95  -0.59  -0.3824
C  3.31  -0.31  0.60  1.0450
C  4.46  0.38  0.94  -0.6045
C  4.57  1.00  2.17  -0.6868
C  3.53  0.94  3.08  -0.8321
C  2.37  0.25  2.76  -0.4648
C  2.24  -0.37  1.53  -0.0145
N  1.12  -1.08  1.12  0.0442
C  -0.12  -1.13  1.72  0.7064
O  -0.34  -0.71  2.84  -0.7308
N  -1.08  -1.77  0.98  0.1002
C  -2.40  -1.90  1.56  -1.1437
C  -3.37  -0.88  0.94  -0.8010
N  -2.97  -0.61  -0.42  0.7855
C  -3.82  0.28  -1.17  -1.0053
C  -3.35  1.73  -0.96  -1.3841
C  -1.87  1.82  -1.19  0.5140
C  -0.98  1.82  -0.13  -0.1713
C  0.39  1.83  -0.35  -0.6143
C  0.88  1.83  -1.64  -0.4230
C  0.00  1.82  -2.71  -0.7466
C  -1.36  1.82  -2.49  -0.2548
C  -2.41  -1.77  -1.07  -1.1954
C  -1.02  -1.99  -0.45  -0.5641
H  3.71  -1.43  -2.43  0.2688
H  5.02  -1.36  -1.23  0.3616
H  4.31  0.15  -1.86  0.3703
H  5.29  0.44  0.24  0.3949
H  5.48  1.53  2.42  0.3899
H  3.61  1.42  4.04  0.3855
H  1.55  0.20  3.45  0.5152
H  1.23  -1.51  0.21  0.3562
H  -2.75  -2.92  1.38  0.3619
H  -2.31  -1.74  2.63  0.4652
H  -3.33  0.06  1.50  0.3981
H  -4.40  -1.27  1.00  0.3725
H  -4.87  0.18  -0.88  0.3567
H  -3.73  0.03  -2.23  0.4424
H  -3.58  2.05  0.06  0.3978
H  -3.89  2.38  -1.65  0.4824
H  -1.36  1.81  0.88  0.2714
H  1.06  1.85  0.49  0.5500
H  1.95  1.83  -1.81  0.4514
H  0.38  1.82  -3.72  0.4230
H  -2.04  1.82  -3.33  0.4084
H  -2.30  -1.58  -2.13  0.5003
H  -3.03  -2.67  -0.94  0.3040
H  -0.65  -3.00  -0.67  0.2937
H  -0.35  -1.25  -0.91  0.2819

- structure (SMILES) = COc1ccccc1NC(=O)N1CCN(CCc2ccccc2)CC1
- molecular weight (u) = 339.4
- HOMO-LUMO gap (eV) = 8.64
- total energy (Eh) = -1091.8777

***

Density functional theory data (the ωB97M-V functional and the def2-TZVPD basis) for a cluster of 2 separate species, C4H8O4 in total at a distorted geometry.

Last column: Mulliken charge in e.
Atoms and positions in Å:
C  -1.05  1.41  0.57  -1.2538
C  -0.16  0.23  0.76  0.8117
O  0.28  -0.20  1.80  -0.5830
C  0.98  -0.01  -0.59  -0.1321
O  1.49  1.30  -0.68  -0.5200
O  1.93  -0.91  -0.13  -0.5301
H  -1.73  1.50  1.42  0.3690
H  -0.43  2.29  0.49  0.3327
H  -1.62  1.33  -0.35  0.3059
H  0.68  -0.33  -1.59  0.3995
H  2.29  1.27  -1.22  0.3320
H  1.90  -0.89  0.84  0.3825
C  -1.08  -1.75  -0.37  -0.0560
O  -1.63  -1.04  -1.16  -0.3922
H  -0.76  -2.79  -0.53  0.3219
H  -1.08  -1.39  0.74  0.2120

- structure (SMILES) = CC(=O)C(O)O.C=O
- molecular weight (u) = 120.1
- HOMO-LUMO gap (eV) = 10.09
- total energy (Eh) = -458.0810

***

Density functional theory data (the ωB97M-V functional and the def2-TZVPD basis) for a cluster of 3 separate species, C32H62BF3N3O8 in total at a distorted geometry.

Last column: Mulliken charge in e.
Atoms and positions in Å:
C  1.80  -3.15  0.95  -1.1950
C  1.80  -1.66  1.24  -0.3801
N  0.99  -0.89  0.27  0.2193
C  0.22  0.15  0.80  -0.4822
C  0.70  1.48  0.90  0.3288
C  2.09  1.74  0.39  -1.4076
C  2.19  1.79  -1.15  -0.7129
O  3.37  1.13  -1.54  -0.2912
C  4.21  1.80  -2.45  -0.6130
C  5.63  1.73  -1.93  0.9119
F  5.73  2.21  -0.69  -0.2613
F  6.12  0.50  -1.94  -0.2812
F  6.40  2.48  -2.72  -0.2841
C  -0.13  2.47  1.46  0.6919
C  0.27  3.92  1.55  -1.2199
C  -0.77  4.86  0.87  -0.1471
C  -0.16  6.05  0.14  0.3007
C  1.01  5.69  -0.78  -1.3956
C  0.22  7.20  1.08  -1.6112
C  -1.38  2.06  1.95  0.9363
O  -2.21  2.96  2.55  -0.4140
B  -2.13  3.18  3.94  0.3265
O  -1.11  3.92  4.51  -0.5286
O  -3.19  2.78  4.73  -0.5926
C  -1.84  0.74  1.81  1.3235
C  -3.19  0.36  2.34  -2.1039
C  -4.31  0.18  1.30  -1.7376
N  -4.07  0.84  0.00  0.7039
C  -5.22  0.51  -0.94  -0.8480
C  -4.73  -0.10  -2.26  -0.9108
C  -4.10  2.27  0.16  0.4406
C  -3.48  2.99  -0.99  -1.1662
O  -4.58  2.80  1.11  -0.5275
N  -1.02  -0.18  1.23  0.5680
C  -1.44  -1.59  1.04  -2.0157
C  -1.71  -1.95  -0.43  -0.1560
C  -2.85  -2.97  -0.54  0.2053
C  -3.03  -3.45  -1.99  -0.9959
O  -2.34  -2.66  -2.96  -0.6104
H  2.33  -3.68  1.74  0.4280
H  2.30  -3.35  0.01  0.3347
H  0.80  -3.56  0.92  0.2497
H  2.84  -1.31  1.24  0.4202
H  1.41  -1.48  2.25  0.2900
H  1.55  -0.56  -0.50  0.4526
H  2.71  0.90  0.69  0.3943
H  2.55  2.60  0.84  0.6993
H  1.32  1.26  -1.56  0.6068
H  2.13  2.81  -1.52  0.2314
H  4.20  1.28  -3.41  0.3485
H  3.97  2.86  -2.55  0.3155
H  0.37  4.22  2.58  0.2132
H  1.24  4.03  1.09  0.3083
H  -1.40  4.28  0.20  -0.4552
H  -1.42  5.24  1.66  0.4498
H  -0.95  6.45  -0.50  0.4968
H  0.90  4.69  -1.20  0.1405
H  1.94  5.68  -0.20  0.3601
H  1.12  6.41  -1.57  0.4613
H  1.14  6.99  1.63  0.3243
H  -0.61  7.39  1.77  0.4199
H  0.33  8.10  0.49  0.4464
H  -0.29  3.44  4.65  0.3550
H  -2.95  2.01  5.25  0.3286
H  -3.09  -0.60  2.85  0.8807
H  -3.52  1.07  3.08  0.1912
H  -4.44  -0.87  1.09  0.7769
H  -5.24  0.53  1.76  0.6955
H  -5.77  1.42  -1.15  0.4486
H  -5.91  -0.14  -0.41  0.5493
H  -4.97  -1.16  -2.29  0.2407
H  -3.67  0.07  -2.35  0.2232
H  -5.24  0.37  -3.09  0.4223
H  -3.80  4.02  -1.02  0.4219
H  -3.81  2.51  -1.91  0.4389
H  -2.40  2.88  -0.96  0.1115
H  -2.32  -1.79  1.64  0.6411
H  -0.65  -2.21  1.41  0.2574
H  -1.96  -1.04  -0.97  0.0354
H  -0.81  -2.38  -0.85  0.6626
H  -3.76  -2.50  -0.16  0.1090
H  -2.59  -3.85  0.04  0.1311
H  -2.64  -4.46  -2.09  0.3680
H  -4.09  -3.47  -2.26  0.3851
H  -2.97  -2.11  -3.42  0.3535
C  7.72  -2.65  -4.51  -1.0372
C  9.05  -1.90  -4.46  0.3415
C  9.54  -1.74  -3.03  -0.9953
O  8.91  -0.62  -5.07  -0.5295
H  6.95  -2.10  -3.97  0.1594
H  7.39  -2.75  -5.54  0.3107
H  7.81  -3.65  -4.07  0.3550
H  9.79  -2.43  -5.04  0.2962
H  8.82  -1.17  -2.44  0.1286
H  10.49  -1.20  -3.01  0.3096
H  9.68  -2.71  -2.55  0.3573
H  8.26  -0.12  -4.57  0.3216
C  -4.23  -6.50  3.74  -1.3044
C  -3.79  -6.60  2.28  0.3431
C  -2.92  -7.83  2.05  -1.3105
O  -3.09  -5.41  1.89  -0.4414
H  -3.35  -6.40  4.39  0.3473
H  -4.85  -5.62  3.89  0.3122
H  -4.79  -7.38  4.04  0.4011
H  -4.67  -6.65  1.64  0.2605
H  -2.01  -7.77  2.65  0.3427
H  -2.61  -7.88  1.00  0.3198
H  -3.44  -8.74  2.31  0.3988
H  -2.31  -5.34  2.44  0.2814

- net charge = +1
- molecular weight (u) = 684.7
- HOMO-LUMO gap (eV) = 8.30
- total energy (Eh) = -2347.0401

***

Density functional theory data (the ωB97M-V functional and the def2-TZVPD basis) for an isolated molecule of C2H5N5O at a distorted geometry.

Last column: Mulliken charge in e.
Atoms and positions in Å:
H  -2.79  -0.12  -0.58  0.2629
N  -1.97  0.55  -0.20  -0.5445
C  -0.93  0.06  -0.03  0.3262
N  -0.69  -1.33  0.40  -0.3647
N  0.66  -1.77  -0.25  -0.3513
C  1.37  -0.39  -0.16  0.3700
O  2.49  -0.06  -0.14  -0.4555
N  0.33  0.60  -0.15  0.3192
N  0.74  1.92  0.04  -0.7474
H  -1.23  -1.78  -0.28  0.3288
H  1.00  -2.49  0.49  0.3112
H  -0.02  2.52  -0.37  0.2742
H  1.02  2.28  1.22  0.2708

- structure (SMILES) = [H]/N=c1\[nH][nH]c(=O)n1N
- molecular weight (u) = 115.1
- HOMO-LUMO gap (eV) = 10.11
- total energy (Eh) = -428.0945

***

What is the formula in the fifth record?
C2H5N5O

***

What is the total energy in the third record?
-458.0810 Eh

***

Which of these has the highest HOMO-LUMO gap?
C2H5N5O

***

Please write out number 1 again, unchanged.
Density functional theory data (the ωB97M-V functional and the def2-TZVPD basis) for an isolated molecule of C6H13N3.

Last column: Mulliken charge in e.
Atoms and positions in Å:
H  -1.96  -0.87  -1.65  0.3183
N  -2.04  -0.04  -1.07  -0.8065
C  -1.05  0.14  -0.31  -0.1009
N  -1.13  1.16  0.63  -0.1294
C  -0.23  2.23  0.72  -0.1491
C  0.59  2.65  -0.23  -0.8609
C  0.09  -0.88  -0.16  1.8471
C  1.42  -0.34  0.39  -1.8253
C  -0.46  -1.93  0.81  -1.7459
N  0.26  -1.53  -1.46  -0.7355
H  -2.09  1.45  0.75  0.3200
H  -0.29  2.74  1.68  0.4035
H  0.62  2.17  -1.21  0.3040
H  1.27  3.47  -0.07  0.2660
H  1.86  0.39  -0.28  0.3564
H  1.27  0.12  1.36  0.3518
H  2.11  -1.17  0.49  0.4923
H  0.33  -2.61  1.13  0.4146
H  -0.89  -1.46  1.69  0.3685
H  -1.23  -2.51  0.32  0.3990
H  0.62  -0.86  -2.14  0.2381
H  0.92  -2.29  -1.39  0.2739

- structure (SMILES) = [H]/N=C(/NC=C)C(C)(C)N
- molecular weight (u) = 127.2
- HOMO-LUMO gap (eV) = 9.70
- total energy (Eh) = -400.6583